Here is a cluster of 14 separate species, C22H72N12O14 in total at a distorted geometry from OMol25. Energies are from ωB97M-V/def2-TZVPD.

Each line ends with the Löwdin charge.
Element x y z (Å)
H 4.9030 -4.3100 0.7141  0.08
H 3.5347 0.0467 2.6592  0.07
H 2.8462 2.4566 0.0114  0.07
H 0.2917 -0.5253 3.0555  0.09
H -4.4360 -0.7124 -0.3125  0.11
O 1.9476 -3.3820 0.5251  -0.02
H 0.4763 -1.5250 -1.8448  0.05
O -0.4147 1.6544 -5.5089  -0.10
H -2.1399 -4.9108 0.8776  0.14
C -1.1951 -1.7684 -3.0591  -0.60
H -0.0911 -4.9858 4.9594  0.10
H -1.8136 0.3537 0.5846  0.09
H -4.1140 0.6837 -1.2514  0.07
H -4.3424 -5.5834 0.3478  0.13
C -0.2124 -0.8655 0.2984  -0.57
O 0.7608 -0.5499 3.9245  -0.01
C 2.5325 -0.3468 2.4477  0.00
N -0.2006 2.9322 -0.3580  0.15
N -3.9564 0.8464 -2.2789  0.16
C -3.2905 3.9888 0.3791  -0.05
H -4.7136 3.2959 -2.0354  0.05
O 3.2872 0.6763 -4.5906  -0.11
H 4.0829 1.2050 -4.8804  0.12
C -3.4598 -3.6996 0.0575  -0.51
C -0.3814 -3.8986 3.4128  -0.20
H 1.8250 3.2667 1.2072  0.16
H -1.3443 2.3680 3.8438  0.08
N 0.0568 -1.9351 -2.7255  0.15
H 1.3076 -4.0506 0.2552  0.15
H -2.6297 4.5895 -0.2139  0.09
C -1.4336 2.5824 2.8213  -0.11
H -0.2749 3.8056 -0.0126  0.06
O -5.4588 3.6452 0.6368  0.06
C 1.0149 2.4078 -0.5262  -0.55
C -2.9969 1.5981 -2.6683  -0.53
H -0.2318 -3.0381 4.0775  0.08
H 3.6485 -1.3482 5.0781  0.09
H 5.2583 0.1746 -0.7034  0.10
H -0.7131 0.7554 -0.7867  0.10
H 4.6047 3.4761 0.4631  0.14
H -5.3832 0.7626 -0.0826  0.13
H -3.3948 1.2282 -4.6314  0.12
N -4.3102 -4.6876 -0.1369  0.16
C 4.8188 1.7286 0.7725  -0.61
H 0.6000 -2.2210 -3.5835  0.15
C 1.8811 -1.0717 3.6847  -0.60
H 1.6435 -2.0860 3.4690  0.11
N 1.9297 2.8553 0.2603  0.20
H -3.1104 4.1303 1.4085  0.07
H 6.8326 0.9816 1.4663  0.09
C 2.6723 -0.8852 4.9255  -0.04
H 2.6444 -0.3449 -2.9378  0.06
O -1.6603 -2.0966 -4.3431  -0.18
H -5.1973 -4.2416 -0.4361  0.14
O 0.0727 -5.0816 3.9980  -0.10
N -3.1058 -0.0775 1.6377  0.20
N 0.8671 -1.0243 -0.3902  0.14
H 4.0276 -3.4386 -1.8971  0.11
O -2.0430 2.1337 -1.8036  -0.12
C 4.1163 -3.6229 1.0498  -0.01
H 2.0708 -1.1553 5.7330  0.06
H -4.4352 5.1206 -1.9927  0.11
H 1.4550 -1.8308 -0.0682  0.09
H 6.9397 2.6444 0.8014  0.08
H -3.0092 -1.0896 -2.2489  0.07
H 2.5737 -1.0960 1.6402  0.05
H -1.1585 1.1639 -5.7956  0.04
H 3.7370 0.1840 -0.3595  0.00
O 4.5089 2.6409 0.0110  0.00
H 2.8696 -4.7319 -0.2835  0.15
H -1.6853 -1.1277 -1.2793  0.02
H -2.9823 -0.9760 1.2260  0.09
H 0.2250 -3.6097 2.5635  0.05
H -0.6540 1.7833 1.2753  -0.03
O -0.6331 1.5961 2.1652  -0.11
H -4.7637 5.3308 0.2611  0.11
O -0.6510 -1.7136 1.3241  -0.13
C 6.2852 1.9548 1.3245  0.00
H -2.2230 2.4003 -4.3165  0.10
C 3.0308 -3.6828 -0.0031  -0.64
H -3.0544 2.9395 0.1422  0.08
H 6.3046 2.2043 2.3691  0.06
N -2.3843 -3.9429 0.6951  0.20
H -5.9994 4.6064 -1.6910  0.07
H -0.9810 2.5342 -1.0849  0.05
C 4.5828 0.3781 0.1173  -0.03
H 4.6477 -2.7071 1.0312  0.05
H -1.3868 -3.8122 3.2562  0.04
O -3.8472 -2.3406 -0.3118  -0.20
H -1.7397 -3.1786 0.9105  0.07
H 3.3530 -1.8804 -1.1307  0.05
H 0.9366 1.2537 -3.9411  0.05
C -4.9992 4.2271 -1.4903  -0.02
O -4.7041 1.5045 1.9607  -0.05
H -2.6508 0.2149 2.5017  0.15
H 0.3174 -0.0933 -4.8214  0.07
H 1.3540 -0.1326 -0.7225  0.11
O 1.2117 1.4341 -1.4811  -0.12
N -2.0434 -1.2851 -2.1605  0.18
H 4.7140 -0.3598 0.8682  0.06
H -5.0610 3.0166 1.1698  0.01
H -0.6037 0.6820 -3.6122  0.02
H 4.1131 1.8122 1.5929  0.11
C 3.4795 0.2935 -3.2839  -0.22
H 4.4535 -0.2169 -3.0121  0.09
H -4.8271 0.8152 -2.8687  0.17
C -4.6675 4.3364 0.0118  -0.67
N -4.6452 0.1890 0.2074  0.17
H -2.4141 2.5052 2.5284  0.01
H 2.8710 0.1219 5.1502  0.07
H 1.9945 0.4716 1.9976  0.06
H 2.3593 -2.9565 -1.8597  0.06
N -1.0022 0.0965 -0.0198  0.15
C 0.0544 0.8409 -4.3931  -0.13
C -4.1694 0.4847 1.3046  -0.69
N -2.9957 1.8697 -3.9782  0.21
C 3.2515 -2.9415 -1.2787  -0.02
H 3.9820 -3.9380 2.1086  0.10
H -1.1796 3.6450 2.6095  0.09
H 3.4392 1.1880 -2.6811  0.06

Cartesian forces, eV/Å:
0.090 -0.080 -0.045
-0.150 -0.386 0.024
-0.455 0.738 0.478
-0.349 0.167 1.073
-0.421 0.781 1.319
-9.837 2.462 4.341
-0.532 -0.638 -1.434
0.797 0.614 1.706
0.135 0.485 0.140
-4.585 -1.439 -6.871
0.241 -0.373 -0.924
1.088 -0.507 -0.775
0.748 0.588 -1.508
0.282 0.697 -0.187
-3.471 -3.629 6.109
-8.514 3.978 0.437
1.004 -1.715 -0.225
-1.386 -4.343 -3.196
-4.114 -1.656 1.505
1.723 -0.913 -1.497
-0.507 0.692 0.707
1.516 0.546 -2.108
-1.429 -0.870 0.433
-2.950 6.655 -1.338
2.674 1.921 1.011
-0.451 -0.537 -1.392
0.104 0.010 1.520
2.651 -0.837 -1.405
-0.622 0.760 0.465
0.774 0.372 -0.186
2.022 0.571 -0.597
-0.318 3.321 1.419
-8.997 -4.043 4.099
-2.344 -3.035 -4.044
5.550 3.544 1.800
0.307 -0.004 0.208
-0.096 -0.524 -0.592
0.978 0.180 0.021
-0.455 -1.157 0.945
0.016 0.721 -0.255
-1.634 0.535 -0.154
-0.285 -0.326 -0.062
-2.875 0.377 -1.344
3.082 -6.759 6.079
-0.599 0.526 1.701
6.173 -0.857 -2.155
1.223 -1.660 -0.540
3.595 -0.040 1.733
0.062 0.432 1.204
-0.354 0.616 -0.870
1.809 -0.743 0.466
0.351 0.218 -0.443
2.262 1.576 5.684
0.642 -1.176 0.171
-0.191 -0.641 1.230
4.388 -2.243 3.423
4.394 -0.495 -0.143
-0.111 0.848 0.385
-5.432 -2.978 -4.599
2.250 -1.386 -0.275
-1.082 -0.939 1.458
-0.354 -1.685 0.455
-0.787 0.944 -0.096
-0.332 0.046 -0.499
-0.379 -0.518 -0.855
0.494 0.284 0.240
-1.088 -0.712 -0.938
-4.550 -0.002 -1.450
-1.823 8.160 -7.837
1.299 -0.490 -0.416
0.295 0.291 1.773
0.835 -1.078 0.063
-0.164 -0.424 -0.468
0.086 0.813 -3.271
0.101 -0.048 3.588
-0.378 3.102 0.311
2.019 2.580 -3.849
0.253 -2.697 0.941
0.628 0.313 -0.288
6.884 -4.012 -2.502
-0.155 0.249 0.034
-0.497 0.895 0.594
2.671 -0.362 0.927
-0.461 -0.833 0.244
1.777 1.634 1.603
4.279 0.516 1.279
0.215 1.371 0.224
-2.903 -0.554 -0.989
1.783 -6.487 1.785
0.401 0.162 0.063
0.987 0.503 0.160
0.298 0.602 -0.219
2.083 2.867 -1.682
1.882 -2.900 -1.107
-0.169 -0.636 -0.330
0.302 -1.078 -0.165
-0.821 -0.717 0.075
-0.344 3.617 4.110
0.401 -0.358 -1.002
0.258 -0.859 0.502
0.908 -2.608 2.126
-1.905 0.003 1.322
0.086 -0.854 1.317
0.569 -0.361 2.049
-0.807 0.205 -0.756
1.522 -0.048 0.835
4.859 2.855 -5.977
-2.980 -3.895 -7.476
-2.564 -0.432 -0.550
0.087 1.819 -0.307
-0.798 0.431 0.437
-0.941 -0.610 -0.536
-1.094 3.433 -1.389
1.649 0.617 -1.892
-3.401 8.478 6.435
0.637 0.771 0.231
1.254 -0.233 -0.954
-0.954 0.329 -0.887
0.497 -0.606 0.128
-0.036 0.207 0.709

Calculated values
HOMO energy, eV: -8.38
Lowest unoccupied orbital energy, eV: 0.1
Largest force on an atom, eV Å⁻¹: 11.46
ΔE to the lowest compared entry with this formula, charge and spin, kJ/mol: 1379.34
Kohn-Sham gap, eV: 8.5